Record 1
Formula: C41H111N5O12
Source: the OMol25 dataset
Level of theory: ωB97M-V/def2-TZVPD

Calculated values
* frontier orbital gap: 0.352 Ha
* total energy: -76334.9823 eV
* LUMO energy: 0.62 eV
* F_max: 3.0 eV/Å
* energy relative to the best compared isomer or geometry (same formula, charge and spin): 0.00 kcal per mole
* highest occupied orbital energy: -0.329 Eh

XYZ file:
```
169
Properties=species:S:1:pos:R:3:forces:R:3
C 4.96556 -2.69400 0.77814 0.0 -0.2 -0.3
C 4.25284 -1.39386 0.55174 -0.5 0.2 -0.1
C 4.16274 -0.97791 -0.89996 -0.4 0.5 -1.5
O 2.93104 -1.67335 1.06532 0.3 0.4 0.1
H 5.97431 -2.75419 0.32864 -0.6 0.0 0.3
H 4.25543 -3.38312 0.32061 0.5 -0.6 -0.2
H 4.96303 -2.93243 1.83948 0.3 0.0 0.1
H 4.68357 -0.57165 1.11374 0.2 0.2 0.3
H 5.10876 -0.99670 -1.46208 0.1 0.1 0.6
H 3.74921 0.05418 -1.05553 0.2 -0.9 0.3
H 3.53017 -1.65068 -1.51942 0.1 0.2 0.7
H 2.39049 -0.87466 1.00579 -0.1 0.0 0.1
C -2.87723 -7.75200 1.49472 -0.8 -0.7 -1.0
C -3.44355 -6.39797 1.72515 0.1 1.3 1.0
C -3.55368 -5.62519 0.42499 0.8 0.2 -0.5
O -4.69697 -6.47336 2.45853 2.2 0.3 0.9
H -2.86998 -8.34734 2.36179 0.0 -0.6 1.4
H -1.88883 -7.78999 1.06947 0.4 0.3 -0.3
H -3.57577 -8.25820 0.81541 0.3 -0.1 -0.1
H -2.80881 -5.81005 2.41703 -0.2 -0.3 -0.5
H -4.12954 -6.16329 -0.33170 -0.4 0.0 0.2
H -2.54008 -5.56852 -0.07114 -0.9 0.3 0.8
H -3.97233 -4.62246 0.59501 0.2 -0.3 -0.2
H -5.37040 -6.59293 1.83949 -1.8 -0.4 -1.5
C -3.76070 3.94098 -1.68284 -0.4 -0.2 -1.1
C -2.88096 2.81159 -1.18752 0.1 -0.7 0.0
C -3.38426 1.41503 -1.62295 0.5 0.6 0.8
O -1.57929 2.94975 -1.73554 0.6 -0.1 -1.1
H -3.90786 3.78260 -2.77576 0.1 0.3 0.5
H -3.29021 4.91007 -1.52753 0.1 0.0 0.0
H -4.76565 3.97345 -1.25922 0.1 -0.2 0.3
H -2.76173 2.89252 -0.09718 -0.1 -0.2 -0.2
H -3.14173 1.27341 -2.68724 -0.3 0.0 0.3
H -4.44265 1.44088 -1.47035 -0.8 -0.6 -0.1
H -2.93941 0.58805 -1.03431 -0.2 0.5 -0.4
H -1.65765 2.62086 -2.67519 0.3 0.8 0.9
C 4.59388 3.36416 -0.05516 0.2 -0.3 0.2
C 4.17057 4.47125 -1.02204 1.0 -0.5 1.5
C 5.39877 5.06236 -1.64225 0.2 -0.4 -1.0
O 3.30664 3.91184 -1.98908 -0.6 0.9 0.5
H 5.38266 3.67238 0.65298 -0.6 0.1 0.0
H 5.03961 2.56100 -0.62511 0.2 -0.4 -0.4
H 3.72949 2.92103 0.45220 0.1 0.2 0.2
H 3.69743 5.23663 -0.38473 -0.4 0.0 -0.6
H 5.14280 5.84587 -2.34210 -0.1 0.4 -0.1
H 5.92613 4.29623 -2.23904 0.0 0.2 0.4
H 6.05083 5.44829 -0.87093 0.2 0.1 0.1
H 2.44907 4.03247 -1.54310 -0.4 -0.2 -0.4
C -4.96679 -3.69619 -2.08279 -0.1 0.7 1.5
C -3.71422 -2.86516 -1.61017 -1.1 -0.9 0.5
C -3.14150 -2.02307 -2.72198 -0.8 -1.4 -0.5
O -4.10890 -2.06887 -0.46293 0.7 -0.4 -0.1
H -5.45685 -4.16553 -1.20005 0.3 0.6 -0.4
H -4.82096 -4.51775 -2.75967 0.8 -0.2 -0.5
H -5.68618 -3.02983 -2.54307 -0.3 0.2 -0.1
H -2.98870 -3.59692 -1.29917 0.5 -0.2 0.3
H -2.21426 -1.55660 -2.45477 0.5 0.3 0.0
H -3.89962 -1.31686 -2.96187 -0.4 1.1 -0.3
H -3.06650 -2.68911 -3.60730 0.4 0.5 0.3
H -3.38502 -2.11398 0.21667 -0.4 -0.1 -1.0
C 1.35750 4.97927 1.66688 -0.8 0.4 0.8
C 0.22851 4.80285 0.62168 1.1 -0.8 -0.1
C -0.52684 6.07219 0.20526 -0.1 -0.3 1.2
O 0.89508 4.19444 -0.53234 -0.1 0.6 0.6
H 0.94177 5.29956 2.64106 0.0 -0.1 -0.5
H 2.14417 5.69353 1.43927 -0.3 0.5 -0.6
H 1.92710 4.08822 1.88289 -0.3 -0.7 -0.2
H -0.51030 4.06807 0.96983 0.3 0.0 0.2
H 0.10537 6.91633 0.55209 -0.7 -0.1 -0.8
H -1.54863 6.12503 0.67398 1.1 0.0 -0.2
H -0.69107 5.96267 -0.86176 0.2 0.7 -0.2
H 0.18490 3.89635 -1.10283 -0.5 -0.3 -0.4
C -5.20145 0.17174 2.29516 -0.7 -0.4 0.7
C -3.80370 -0.32001 2.60664 -0.5 0.3 -0.1
C -2.79175 0.71886 2.21495 1.7 0.2 1.0
O -3.71484 -0.59562 4.02171 -0.2 0.3 -1.5
H -5.87696 -0.61224 2.73810 0.2 0.8 -1.0
H -5.30582 0.37729 1.21840 -0.2 -0.7 0.3
H -5.46481 1.12822 2.78517 0.5 -0.4 0.1
H -3.61579 -1.24896 2.03204 -0.2 0.3 0.3
H -2.91648 1.59050 2.88911 -0.1 -0.2 -0.6
H -2.75319 0.99824 1.16568 -0.4 0.1 -0.1
H -1.76731 0.34526 2.43148 -0.4 0.2 0.0
H -2.83192 -0.97509 4.09938 0.5 -0.3 0.9
C 0.47080 3.10304 -5.31061 0.3 0.8 0.4
C -0.68696 2.16140 -5.44288 -0.6 0.8 0.0
C -0.54171 0.90948 -4.63830 0.3 -0.2 -0.3
O 0.39088 0.08798 -5.30049 0.5 0.4 0.7
C 0.67826 -1.06079 -4.54407 0.2 -1.2 -1.2
N -1.85485 2.84187 -4.87668 0.4 0.4 0.4
H 0.42745 4.01006 -5.92384 -0.3 -0.2 -0.1
H 1.37877 2.61714 -5.54566 1.0 -0.6 -0.5
H 0.60322 3.44510 -4.27925 -0.3 -0.1 0.1
H -0.83340 1.88070 -6.49504 0.1 0.0 0.1
H -1.52598 0.43268 -4.64704 -0.1 -0.3 0.3
H -0.25378 1.14338 -3.58910 0.0 -0.2 -0.4
H 1.44344 -1.63738 -5.08988 -0.4 0.2 0.0
H -0.23555 -1.65527 -4.47601 0.0 -0.3 0.2
H 1.09940 -0.90922 -3.56769 0.1 0.7 0.7
H -1.83958 3.81527 -5.14747 -0.2 0.1 0.0
H -2.70682 2.43566 -5.19253 -0.7 -0.3 -0.3
C 4.27230 0.20238 -5.22242 -0.1 -0.2 2.0
C 4.30239 1.26942 -4.10246 -1.0 -1.4 1.1
C 4.61336 2.59702 -4.60966 0.9 2.0 -0.1
O 5.86881 2.53015 -5.30256 -1.0 -0.4 -0.2
C 6.25658 3.74023 -5.85711 0.0 0.9 0.4
N 3.01988 1.30665 -3.30325 -0.2 0.0 -0.6
H 4.19924 -0.78440 -4.73669 -0.5 0.3 -0.2
H 5.19113 0.13826 -5.77069 0.4 0.5 -0.5
H 3.41645 0.41387 -5.84218 -0.3 -0.2 -0.5
H 5.07708 1.06618 -3.37497 0.3 -0.6 0.2
H 4.75804 3.33542 -3.76839 -0.6 -0.6 -0.9
H 3.72527 2.86399 -5.21033 0.6 0.6 -0.4
H 5.57878 4.12956 -6.62749 -0.1 -0.1 0.1
H 7.23436 3.64074 -6.26510 0.7 -0.5 -0.7
H 6.41402 4.50030 -5.08532 -0.5 0.2 0.2
H 3.01581 2.14430 -2.70772 0.4 -0.4 -0.2
H 2.17132 1.42995 -3.88533 1.0 -0.3 0.0
C 3.29231 0.54713 4.14596 1.1 0.9 0.1
C 2.04127 -0.09904 4.73513 1.4 0.3 1.9
C 0.84488 0.71297 4.36630 -1.2 -0.5 -0.7
O 1.04194 2.10892 4.46115 0.8 -1.0 0.2
C -0.12340 2.81538 4.31094 -1.0 2.0 0.1
N 1.72732 -1.53551 4.45829 0.5 0.8 0.5
H 3.43484 0.51510 3.08216 -0.6 -0.3 -0.9
H 4.24742 0.16473 4.51115 -0.2 -0.4 0.4
H 3.33489 1.64181 4.37086 -0.4 -0.9 0.1
H 2.23454 0.00303 5.86312 -0.6 -0.3 -1.3
H 0.01467 0.39636 5.03031 0.1 0.2 -0.5
H 0.62312 0.41346 3.30782 -0.3 0.3 0.6
H 0.16155 3.89891 4.41416 -0.5 -1.0 -0.2
H -0.90678 2.59594 5.05566 0.4 -0.1 0.2
H -0.64574 2.66720 3.35674 0.4 -0.1 -0.3
H 2.13133 -2.07009 5.21584 -0.1 -0.1 0.1
H 2.21823 -1.86755 3.64319 0.1 0.1 -0.6
C -3.65654 -2.66885 6.39926 -0.8 -0.6 -0.6
C -2.36964 -3.13222 5.70089 -0.2 0.2 -0.2
C -2.74619 -3.95158 4.43909 -0.3 0.3 1.5
O -1.58352 -4.23822 3.72272 0.4 0.4 -1.1
C -0.90099 -5.38719 4.11257 0.1 -0.6 1.0
N -1.51713 -2.02309 5.27738 -1.9 1.9 1.2
H -3.60137 -2.21058 7.38904 0.5 -0.2 -0.1
H -4.32888 -3.54804 6.47247 0.4 0.3 0.2
H -4.21365 -1.97980 5.76191 0.2 0.1 -0.1
H -1.78379 -3.72504 6.39311 -0.1 -0.7 0.2
H -3.43970 -3.36529 3.82080 0.3 0.0 0.0
H -3.27662 -4.86468 4.74858 0.1 0.0 -0.1
H -1.49152 -6.26727 3.86493 0.0 -0.3 0.0
H -0.68115 -5.42733 5.20430 -0.2 0.2 -0.5
H 0.04042 -5.44127 3.58451 0.2 0.1 -0.2
H -1.38143 -1.37999 6.07623 -0.1 -0.5 -0.7
H -0.62987 -2.25187 4.93693 1.5 -0.7 -0.6
C 0.01193 -3.51222 -0.49768 0.8 0.4 -0.3
C -0.04971 -2.36562 0.51856 0.2 -1.4 -0.5
C 0.25621 -1.07724 -0.20503 0.2 0.4 -0.5
O 0.33471 -0.06431 0.76505 0.2 0.6 0.1
C 0.52402 1.24374 0.23775 0.2 0.3 -0.3
N -1.41106 -2.33961 1.08151 0.5 0.7 0.4
H -0.70157 -3.25465 -1.28825 0.1 -0.3 0.0
H -0.17609 -4.53246 -0.15128 -0.2 0.3 0.4
H 1.01527 -3.52655 -0.93308 0.0 -0.1 -0.1
H 0.69108 -2.45591 1.33579 -0.2 -0.2 -0.5
H -0.50578 -0.82560 -0.93508 -0.7 0.0 -0.2
H 1.18092 -1.07960 -0.81799 -0.1 -0.4 0.5
H 1.39511 1.30954 -0.46876 -0.3 -0.2 0.8
H 0.65077 1.88774 1.11816 0.3 0.0 -0.4
H -0.32307 1.64264 -0.35021 0.0 -0.5 0.3
H -1.35079 -1.45599 1.56636 -0.7 0.5 0.4
H -1.41086 -2.99522 1.86081 -0.2 -0.3 -0.1
```
Forces are in eV/Å.

---

Record 2
Formula: C41H23CaN15O2Se
Source: the OMol25 dataset
Level of theory: ωB97M-V/def2-TZVPD

Calculated values
* frontier orbital gap: 0.190 Ha
* net charge: -2
* total energy: -153121.5488 eV
* LUMO energy: 3.51 eV
* F_max: 0.3 eV/Å
* energy relative to the best compared isomer or geometry (same formula, charge and spin): 201.79 kcal per mole
* highest occupied orbital energy: -0.061 Eh

XYZ file:
```
83
Properties=species:S:1:pos:R:3:forces:R:3
Ca -0.68618 2.09142 -0.58285 -0.1 0.3 0.0
C 3.09131 0.23500 -4.60736 0.0 0.0 0.0
C 4.30714 0.67255 -4.08212 0.0 0.0 0.0
C 4.41059 1.00872 -2.73704 0.0 0.0 0.0
C 3.26504 0.93674 -1.96511 0.0 0.0 0.0
C 2.98463 1.07829 -0.51024 0.0 0.0 0.0
N 1.76036 1.23609 -0.20956 0.0 0.0 -0.1
C 1.02813 0.53577 -1.39953 0.1 -0.1 0.0
N 0.92678 -0.76910 -0.79396 0.0 0.0 0.0
C -0.21616 -0.98456 0.08660 0.0 0.0 0.0
C -0.12897 -0.79934 1.64809 0.0 0.0 0.0
C 0.87502 -0.88934 2.58638 0.0 0.0 0.0
C 0.58520 -0.54808 3.91169 0.0 0.0 0.0
C -0.69158 -0.17726 4.29616 0.0 0.0 0.0
C -1.73599 -0.16266 3.37046 0.0 0.0 0.0
C -1.43303 -0.44992 2.06337 0.0 0.0 0.0
C -2.14810 -0.68962 0.76798 0.0 0.0 0.0
N -2.81277 -1.80804 0.64926 0.0 0.0 0.0
C -2.05235 -2.64001 -0.17063 0.1 -0.1 -0.1
N -0.70359 -2.40653 -0.20571 0.0 0.1 0.0
C -0.00365 -3.49503 -0.64707 -0.1 0.0 0.0
N 1.34005 -3.66470 -0.53088 0.0 0.0 0.0
C 2.20983 -2.77674 -0.23064 0.0 0.0 0.0
N 2.13899 -1.36408 -0.20855 0.0 0.0 0.0
C 3.35016 -0.82606 0.34889 0.0 0.0 0.0
N 3.85700 0.35857 0.34429 0.0 0.0 0.0
C 4.14197 -1.99441 0.76492 0.0 -0.1 0.0
C 5.36694 -2.03866 1.40887 0.0 0.0 0.0
C 5.93865 -3.28339 1.62528 0.0 0.0 0.0
C 5.29609 -4.44904 1.19633 0.0 0.0 0.0
C 4.06927 -4.39562 0.55426 0.0 0.0 0.0
C 3.50546 -3.14685 0.33728 0.0 0.0 0.0
C -0.95683 -4.48365 -0.94497 0.0 0.1 0.0
C -0.84114 -5.81179 -1.40613 0.0 -0.1 0.0
C -1.97679 -6.55708 -1.56966 0.0 0.0 0.0
C -3.26355 -6.01858 -1.27871 0.0 0.0 0.0
C -3.40548 -4.73551 -0.82583 0.0 0.0 0.0
C -2.25303 -3.93975 -0.65856 0.0 0.0 0.0
N -1.34157 -0.19414 -0.25259 -0.1 -0.2 0.0
C 2.03917 0.52295 -2.48096 0.0 0.0 0.0
C 1.95395 0.14597 -3.81382 0.0 0.0 0.0
H 3.03542 -0.03961 -5.65460 0.0 0.0 0.0
H 5.17682 0.73656 -4.72529 0.0 0.0 0.0
H 5.35944 1.30601 -2.30647 0.0 0.0 0.0
H 1.88142 -1.17782 2.32370 0.0 0.0 0.0
H 1.38323 -0.55410 4.64428 0.0 0.0 0.0
H -0.88055 0.12283 5.31892 0.0 0.0 0.0
H -2.73925 0.11213 3.66956 0.0 0.0 0.0
H 5.84879 -1.12211 1.72275 0.0 0.0 0.0
H 6.89378 -3.35746 2.13061 0.0 0.0 0.0
H 5.76589 -5.40862 1.37656 0.0 0.0 0.0
H 3.54913 -5.28759 0.23100 0.0 0.0 0.0
H 0.13731 -6.22381 -1.62231 0.0 0.0 0.0
H -1.90352 -7.57954 -1.92263 0.0 0.0 0.0
H -4.13835 -6.64359 -1.41607 0.0 0.0 0.0
H -4.38155 -4.32676 -0.59373 0.0 0.0 0.0
H 1.01698 -0.20971 -4.22588 0.0 0.0 0.0
N -2.01552 1.58026 -2.66311 0.0 0.0 -0.1
N -2.17751 2.73023 -3.44919 0.0 0.0 0.0
C -1.31846 3.83709 -3.19708 0.0 0.1 0.0
O -1.30923 4.71440 -4.06579 0.0 -0.1 0.0
O -0.69984 3.81947 -2.08704 0.0 0.0 0.0
H -1.43728 0.86198 -3.08653 0.0 0.0 0.0
H -2.90945 1.18941 -2.39908 0.0 0.0 0.0
H -2.35531 2.59687 -4.43304 0.0 0.0 0.0
N -2.47519 5.17738 5.12586 0.0 0.0 0.0
C -1.93470 4.29683 4.59191 0.0 0.0 0.0
N -1.31702 3.24510 4.10303 0.1 0.0 0.1
C -1.07205 3.12969 2.83706 -0.1 0.0 -0.1
N -0.82418 2.92265 1.71609 0.0 0.0 0.1
Se -4.22645 1.88441 1.01720 0.0 0.0 -0.1
N -3.30264 2.94408 -0.06981 0.0 -0.1 0.0
C -3.36515 4.15954 0.43922 -0.1 0.0 0.0
C -2.71930 5.30860 -0.12315 0.0 0.0 -0.1
C -2.85110 6.49069 0.51941 0.0 0.0 0.0
C -3.59855 6.62023 1.74047 0.0 0.0 0.0
C -4.22532 5.56697 2.30893 0.0 0.0 0.0
C -4.13526 4.29175 1.66100 0.0 0.0 0.0
N -4.69104 3.18654 2.12018 0.0 0.0 0.0
H -2.11730 5.18494 -1.01602 0.0 0.0 0.0
H -2.35691 7.36831 0.12144 0.0 0.0 0.0
H -3.62573 7.58481 2.23175 0.0 0.0 0.0
H -4.73549 5.63844 3.25828 0.0 0.0 0.0
```
Forces are in eV/Å.

---

Q: Which of these has the lowest highest occupied orbital energy?
A: C41H111N5O12

---

Q: Among the records above, which one has the highest energy relative to the best compared isomer or geometry (same formula, charge and spin)?
A: C41H23CaN15O2Se